Computed, not measured: 2 unconnected molecules or ions with the total composition C6H14NO3PS at a distorted geometry, with wB97M-V/def2-TZVPD.

Summary:
- Frontier orbital gap (alpha / beta): 0.263 / 0.275 Ha
- Electronic energy: -1256.935045 Ha
- Energy relative to the best compared isomer or geometry (same formula, charge and spin): 117.8 kcal/mol

Element x y z (Å)
C -2.264 0.887 0.321
C 3.603 2.341 0.518
C -2.287 -1.445 -0.096
C -4.360 -0.299 0.398
C 1.505 -1.751 1.319
C 2.520 2.249 -0.575
N -2.956 -0.235 0.163
O 0.933 -0.289 -1.390
O 1.269 -0.379 1.105
O 1.194 1.888 0.025
P 0.609 0.390 -0.161
S -2.647 2.429 0.656
H 4.164 3.224 0.460
H 3.056 2.359 1.402
H 4.204 1.454 0.433
H -1.434 -1.354 -0.699
H -1.915 -2.153 0.826
H -2.961 -1.927 -0.700
H -5.017 -0.161 -0.448
H -4.719 -1.240 0.874
H -4.537 0.527 1.123
H 0.537 -2.286 1.233
H 2.198 -2.046 2.201
H 1.989 -2.066 0.426
H 2.743 1.661 -1.487
H 2.241 3.372 -0.826

Here are the Mulliken charges for atoms 1 to 2, given in e:
1 C 0.2631
2 C -1.1246